{
  "formula": "C7H19FO4Si2",
  "method": "the ωB97M-V functional and the def2-TZVPD basis",
  "multiplicity": 1,
  "max_force_ev_per_a": 1.7,
  "gap_ev": 10.29,
  "elements": ["C", "C", "O", "C", "C", "O", "C", "C", "O", "C", "Si", "O", "Si", "F", "H", "H", "H", "H", "H", "H", "H", "H", "H", "H", "H", "H", "H", "H", "H", "H", "H", "H", "H"],
  "xyz": [[-3.512, 2.164, 1.159], [-2.880, 2.484, -0.217], [-1.500, 2.745, -0.020], [-0.654, 2.261, -1.050], [0.288, 1.155, -0.521], [0.423, 0.069, -1.419], [-0.753, -0.721, -1.498], [-0.362, -2.189, -1.172], [0.515, -2.162, -0.080], [1.680, -2.967, -0.214], [3.240, -1.979, 0.222], [3.420, -1.810, 1.896], [2.770, -0.419, 2.542], [1.226, -0.725, 2.818], [-2.828, 2.415, 1.965], [-4.437, 2.725, 1.272], [-3.702, 1.092, 1.197], [-3.051, 1.656, -0.908], [-3.400, 3.366, -0.605], [-0.024, 3.097, -1.368], [-1.189, 1.908, -1.934], [-0.067, 0.792, 0.450], [1.281, 1.582, -0.385], [-1.220, -0.647, -2.481], [-1.438, -0.420, -0.700], [-1.292, -2.722, -0.942], [0.070, -2.604, -2.087], [1.794, -3.455, -1.186], [1.631, -3.776, 0.530], [4.389, -2.796, -0.229], [3.282, -0.678, -0.474], [3.427, -0.149, 3.828], [2.873, 0.708, 1.611]]
}